The following is a DFT calculation (wB97M-V/def2-TZVPD) of a molecular structure, CH20FeO13 in a non-equilibrium geometry.

Last column: Mulliken spin population.
Positions of all 35 atoms, in Å:
1 Fe -1.2073 2.2774 -1.5355  3.765
2 C -0.2940 0.3271 -0.2455  -0.032
3 O 0.1570 0.7472 -1.3002  0.078
4 O -1.2261 1.0374 0.1107  0.127
5 O 0.1613 -0.5588 0.4752  0.025
6 O -0.7559 -3.2279 -0.6665  0.000
7 H -0.2562 -2.4370 -0.4640  -0.001
8 H -1.5215 -3.1812 -0.0937  0.000
9 O 2.5844 1.6848 1.3792  0.602
10 H 2.5526 1.8405 0.4353  -0.005
11 H 2.2479 0.7952 1.4871  -0.019
12 O -3.5354 1.2610 1.9191  0.004
13 H -2.9910 1.7602 2.5279  -0.001
14 H -2.9169 0.9032 1.2822  0.001
15 O -2.4194 -1.5550 1.6229  0.000
16 H -1.6392 -1.1795 1.2147  -0.001
17 H -2.3645 -1.2844 2.5395  0.000
18 O -2.4436 0.9401 -2.7654  0.029
19 H -2.0578 0.3314 -3.3954  -0.001
20 H -3.3771 0.9452 -2.9773  0.000
21 O -0.1450 1.7081 2.7538  0.444
22 H 0.3025 1.0308 3.2609  -0.008
23 H -0.4936 1.2462 1.9913  -0.009
24 O 1.6248 -0.5974 -3.2890  0.000
25 H 1.4129 -0.1556 -4.1113  0.000
26 H 1.0883 -0.1529 -2.6326  0.002
27 O 1.4139 -0.7916 2.9031  0.000
28 H 1.0810 -1.5656 3.3573  0.000
29 H 1.0638 -0.8651 2.0153  -0.001
30 O 2.5829 -2.1818 -0.8105  0.001
31 H 2.1412 -2.5763 -1.5624  0.000
32 H 1.9485 -1.5564 -0.4604  -0.001
33 O 2.7890 1.6041 -1.5275  0.002
34 H 2.4475 2.4243 -1.8835  0.001
35 H 2.0451 1.0023 -1.5549  -0.002

Cartesian forces, eV/Å:
Fe -0.374 -2.598 0.789
C 1.557 -2.100 2.348
O 3.394 1.355 -6.284
O -5.926 4.313 2.581
O 0.793 -1.168 0.155
O 0.016 -0.080 -0.433
H 0.219 0.113 0.204
H -0.295 -0.079 0.286
O -0.346 0.682 1.762
H 0.219 0.367 -2.169
H -0.163 -1.337 0.525
O -0.244 0.241 0.049
H -0.001 0.245 0.271
H 0.117 -0.360 -0.194
O -0.175 -0.193 -0.220
H 0.460 0.008 -0.089
H -0.222 -0.008 0.300
O 0.469 0.945 0.394
H 0.485 -0.410 -0.194
H -0.585 0.162 0.125
O 0.546 1.314 -0.120
H 0.772 -1.028 0.713
H -0.639 -0.520 -1.055
O 0.064 -0.172 -0.191
H 0.128 -0.022 -0.382
H -0.345 -0.134 0.198
O 0.078 0.870 0.361
H 0.117 -0.335 0.255
H -0.402 -0.430 -0.583
O 0.285 0.109 0.293
H -0.054 -0.149 -0.342
H -0.276 0.056 0.131
O 0.381 0.514 1.090
H 0.143 0.293 -0.302
H -0.196 -0.462 -0.274

strongest force on any atom: 0.15110 hartree/bohr
net charge: +1
2S+1: 6
HOMO level (alpha / beta): -0.4882 / -0.4881 hartree
gap between HOMO and LUMO (alpha / beta): 6.738 / 3.138 eV

=====

The following is a DFT calculation (wB97M-V/def2-TZVPD) of 10 unconnected molecules or ions with the total composition CH21O10 in a non-equilibrium geometry.

Last column: Löwdin charge in e.
Positions of all 32 atoms, in Å:
1 C 0.3172 -0.0607 -1.1611  -0.252
2 O -0.3665 1.0722 -0.7719  -0.442
3 H 1.2547 0.2659 -1.6154  0.094
4 H -0.3601 -0.7585 -1.7009  0.073
5 H 0.6814 -0.4264 -0.1825  0.068
6 O -0.7032 0.3402 1.7789  -0.016
7 H -1.5893 0.0323 1.8168  0.048
8 H -0.4461 0.4854 0.8849  -0.022
9 O 0.0498 2.0903 -3.2518  -0.040
10 H -0.0879 1.7328 -2.3830  -0.044
11 H 0.3364 1.3025 -3.6482  -0.010
12 O 1.2059 -3.0476 1.3513  -0.039
13 H 1.2973 -2.2178 1.7568  -0.050
14 H 0.3383 -2.8686 1.0125  -0.016
15 O -1.2223 -2.3814 0.2202  -0.023
16 H -0.7810 -2.2811 -0.5655  -0.024
17 H -2.1729 -2.3515 -0.0656  0.088
18 O 1.3494 -0.7353 3.0137  -0.086
19 H 0.5512 -0.3756 2.5821  -0.015
20 H 2.0429 -0.6997 2.3506  -0.017
21 O 1.0791 3.0053 -0.2590  -0.084
22 H 0.7372 3.7183 -0.8054  0.023
23 H 0.5999 2.2301 -0.5495  -0.083
24 O -2.7659 -0.0346 -1.8926  -0.057
25 H -3.1765 -0.8451 -1.6050  0.002
26 H -1.9271 0.0102 -1.3851  -0.009
27 O 3.2952 -1.3211 1.0278  -0.070
28 H 3.6796 -1.6968 1.8767  0.093
29 H 2.7241 -1.9899 0.6918  -0.012
30 O -2.1310 2.8977 0.2845  -0.084
31 H -2.2446 2.7197 1.2407  0.032
32 H -1.5651 2.1886 -0.0469  -0.026

Cartesian forces, eV/Å:
C 0.619 0.709 2.036
O -1.475 -0.308 -0.622
H 0.065 -0.678 -1.072
H 1.070 -0.154 -0.277
H 0.169 -1.492 -0.611
O 0.530 0.055 2.527
H -0.985 -0.419 -0.306
H -0.130 0.890 -2.174
O -0.147 1.534 -0.631
H -0.822 0.289 1.893
H 0.743 -1.482 -1.581
O 0.294 -1.735 -1.055
H 0.585 1.852 2.014
H -1.160 -0.699 -0.531
O -3.626 -0.501 2.223
H 1.991 0.573 -3.096
H 1.311 -0.133 0.722
O 0.142 -0.492 0.457
H -0.116 0.304 0.054
H 0.240 0.559 -0.202
O 1.503 1.948 0.486
H 0.013 -0.026 0.044
H -0.867 -1.047 -0.113
O 0.439 -0.155 0.112
H -0.355 -0.339 0.038
H -0.416 0.876 -0.123
O 2.001 0.673 2.015
H -0.666 0.494 -1.735
H -0.778 -1.241 -0.474
O -0.790 0.280 1.064
H 0.348 0.111 -0.945
H 0.269 -0.245 -0.135

strongest force on any atom: 0.08328 hartree/bohr
energy relative to the best compared isomer or geometry (same formula, charge and spin): 1.530 eV
net charge: -1
HOMO level: -0.2103 hartree
gap between HOMO and LUMO: 8.224 eV

=====

The following is a DFT calculation (wB97M-V/def2-TZVPD) of 10 unconnected molecules or ions with the total composition CH22O10 in a non-equilibrium geometry.

Last column: Mulliken spin population.
Positions of all 33 atoms, in Å:
1 O -0.0104 0.0326 0.4967  0.001
2 H -0.9044 -0.2710 0.6704  0.001
3 H 0.3572 -0.4401 -0.2537  -0.001
4 H 0.1750 0.9653 0.3653  -0.005
5 C 2.7776 1.7963 -0.6557  -0.008
6 O 1.4810 2.1930 -0.3327  0.859
7 H 3.0806 0.9125 -0.0943  -0.001
8 H 2.7563 1.5281 -1.7120  0.100
9 H 3.5691 2.5457 -0.6659  0.040
10 O 1.3541 -1.3122 -1.4286  0.001
11 H 0.5387 -1.5533 -1.8681  0.000
12 H 1.9479 -1.0714 -2.1396  0.000
13 O -1.5610 -1.0132 -2.4037  0.000
14 H -2.0625 -0.6154 -1.6920  0.000
15 H -2.0678 -0.8189 -3.1922  0.000
16 O -0.8479 -3.2773 -0.3021  0.000
17 H -1.2053 -2.6333 0.3092  0.000
18 H -1.2677 -3.0737 -1.1378  0.000
19 O -2.7413 0.9400 -0.8816  0.000
20 H -2.8544 1.1476 0.0459  0.000
21 H -3.2129 1.6341 -1.3421  0.000
22 O 3.2041 -1.9919 0.4357  0.000
23 H 3.8814 -2.5769 0.0963  0.000
24 H 2.6420 -1.8127 -0.3181  0.000
25 O -2.5693 1.4496 1.6873  0.000
26 H -2.7519 0.9157 2.4605  0.000
27 H -2.1340 2.2295 2.0314  0.000
28 O -1.9995 -1.4138 1.2816  0.000
29 H -2.8536 -1.0627 1.5336  0.000
30 H -1.6328 -1.7598 2.0953  0.000
31 O 1.9386 2.7011 2.5306  0.015
32 H 1.2764 3.3710 2.7009  0.000
33 H 1.6969 2.3357 1.6795  -0.003

Cartesian forces, eV/Å:
O 1.053 -0.035 0.719
H -1.789 -0.292 0.627
H 1.244 -1.003 -1.344
H 0.147 1.316 -0.249
C -0.423 -0.482 0.422
O 0.889 0.076 -0.271
H 0.090 -0.111 0.044
H -0.340 -0.241 -0.550
H -0.374 0.633 0.416
O -0.242 0.517 0.232
H -0.685 -0.532 -0.437
H 0.214 0.273 -0.288
O 0.723 -0.661 -0.017
H -0.420 0.534 0.220
H -0.052 -0.025 -0.286
O 0.633 -0.113 -0.072
H -0.318 -0.252 -0.165
H -0.268 -0.020 -0.350
O 0.145 -0.253 -0.418
H -0.123 0.174 0.535
H -0.126 0.100 -0.351
O 0.266 0.294 0.304
H 0.241 -0.209 0.096
H -0.311 -0.284 -0.015
O 0.217 -0.147 0.236
H -0.180 0.012 0.360
H 0.039 0.440 0.074
O 0.019 0.651 0.137
H -0.533 -0.095 -0.230
H 0.268 -0.351 0.509
O 0.034 -0.223 0.185
H -0.065 0.328 0.122
H 0.027 -0.024 -0.198

strongest force on any atom: 0.04060 hartree/bohr
energy relative to the best compared isomer or geometry (same formula, charge and spin): 0.000 eV
net charge: +1
2S+1: 2
HOMO level (alpha / beta): -0.5050 / -0.5048 hartree
gap between HOMO and LUMO (alpha / beta): 10.265 / 7.785 eV

=====

The following is a DFT calculation (wB97M-V/def2-TZVPD) of 11 unconnected molecules or ions with the total composition CH23NO11 in a non-equilibrium geometry.

Last column: Löwdin charge in e.
Positions of all 36 atoms, in Å:
1 N 2.7205 0.2250 -1.8312  0.156
2 C 1.7311 1.0325 -1.3433  -0.345
3 O 1.5633 2.2159 -1.6517  -0.032
4 H 2.6296 -0.7650 -1.6503  0.046
5 H 3.1736 0.4111 -2.7048  0.108
6 H 1.0971 0.5687 -0.5361  0.134
7 O -1.9689 -0.7684 1.2642  -0.123
8 H -2.7834 -0.3132 1.3985  0.050
9 H -1.9609 -1.0177 0.2069  0.050
10 O -0.0565 -2.4515 2.7118  -0.039
11 H -0.6075 -3.1469 3.0116  0.038
12 H -0.7069 -1.7758 2.3959  0.033
13 O 0.6403 3.4427 0.9742  -0.069
14 H 1.3024 3.2288 0.3269  0.007
15 H 0.3885 2.5522 1.3218  -0.003
16 O -0.3971 -2.8718 0.0536  -0.027
17 H -0.2029 -2.8107 0.9717  -0.025
18 H -0.2351 -3.7932 -0.0764  0.063
19 O -0.9781 2.9210 -1.2984  -0.076
20 H -0.1573 2.5799 -1.6884  0.003
21 H -0.6263 3.3700 -0.4982  0.039
22 O -2.9978 1.3364 -1.9635  -0.045
23 H -2.2435 1.8874 -1.7148  -0.013
24 H -3.0428 1.3385 -2.9197  0.061
25 O 2.0157 -2.3293 -0.8017  -0.040
26 H 2.0957 -2.2060 0.1344  0.018
27 H 1.1069 -2.1761 -0.9381  -0.013
28 O -2.4117 -1.1941 -1.1996  -0.053
29 H -2.5440 -0.2804 -1.6401  0.053
30 H -1.4641 -1.1247 -1.3517  0.037
31 O 2.6249 -0.4184 1.5375  0.017
32 H 1.9340 0.1801 1.5392  -0.022
33 H 2.7845 -1.0149 2.2198  0.023
34 O -0.4201 1.1780 1.9777  -0.062
35 H -1.2352 1.6687 2.0805  0.061
36 H -0.7681 0.3210 1.6816  -0.011

Cartesian forces, eV/Å:
N -1.391 0.271 0.255
C 0.975 0.191 -0.210
O 0.366 -1.099 -0.043
H 0.014 -0.299 0.599
H 0.109 0.771 -0.148
H 0.471 0.080 -0.635
O 1.368 -1.328 -1.795
H -0.983 0.411 0.098
H -1.012 0.512 2.481
O 0.238 1.635 -0.821
H -0.818 -1.163 0.706
H 0.312 -0.336 0.430
O -0.598 -0.414 0.593
H 0.655 0.072 -0.644
H 0.134 0.654 -0.114
O -0.778 0.274 -1.352
H 0.382 0.581 1.812
H 0.069 -1.033 -0.763
O -0.062 0.216 0.214
H 0.124 0.190 0.023
H -0.310 -0.247 -0.186
O -0.530 -1.058 -0.156
H 0.570 0.843 0.294
H -0.077 0.250 -0.256
O 2.043 -0.248 -0.897
H 0.385 0.292 0.919
H -1.921 -0.116 -0.222
O 0.848 1.767 -1.316
H -1.300 -0.626 0.891
H 0.711 -1.272 -0.207
O 2.668 -0.579 -3.233
H -2.250 1.366 1.239
H -0.544 -0.825 2.206
O 0.560 0.157 0.307
H -0.181 0.401 0.163
H -0.246 -0.291 -0.234

strongest force on any atom: 0.08228 hartree/bohr
energy relative to the best compared isomer or geometry (same formula, charge and spin): 0.038 eV
SMILES: NC=O.O.O.O.O.O.O.O.O.O.O
HOMO level: -0.3913 hartree
gap between HOMO and LUMO: 10.740 eV